12
Properties=species:S:1:pos:R:3:lowdin_charge:R:1 method="wB97M-V/def2-TZVPD" total_charge=0 e_tot_ha=-578.730547 gap_ev="8.34 / 8.34" de_lowest_kj_mol=26.59
C 0.1997 1.7425 -0.2214 -0.10
N 0.2079 -1.6756 0.1179 -0.03
N -1.1724 0.4349 1.2783 -0.24
N -0.2943 1.0649 0.9024 -0.15
O 1.3116 -0.7705 0.0656 -0.32
I -3.0034 -0.0919 -0.0410 0.27
H -0.3077 1.1412 -1.0710 0.08
H -0.1685 2.8315 -0.2877 0.12
H 1.3074 1.7443 -0.3382 0.10
H -0.3812 -1.6632 -0.7856 0.13
H 0.4527 -2.5738 0.4773 0.13
H -0.4772 -1.2121 0.7556 0.02